1.
A 2-piece molecular cluster, C2H10N2O2P overall, computed with the ωB97M-V functional and the def2-TZVPD basis.

## Properties
Charge: +1
DFT total energy, eV: -18595.8343
Max |F|, Eh/bohr: 0.0250
Highest occupied orbital energy, eV: -14.866
E_LUMO, Ha: -0.1459

Geometry (Å):
C 2.68236 -0.94096 -0.16286
C 1.82350 1.27431 -0.33232
N -2.29993 0.38824 1.49654
N 1.64885 0.02506 -0.33627
O -0.84457 -0.66485 -0.40964
O -2.89796 0.79844 -0.88478
P -2.22415 -0.31736 0.01185
H 2.33426 -1.72382 0.51010
H 2.90387 -1.41230 -1.12179
H 3.59166 -0.48278 0.22640
H 2.80942 1.70649 -0.19443
H -3.04273 -1.42383 -0.08488
H 0.98545 1.94633 -0.46841
H -1.90208 -0.16102 2.24493
H -3.20301 0.76951 1.73332
H 0.64418 -0.33806 -0.42033
H -3.00913 0.55657 -1.80743

Atoms 1-6, force components in eV/Å:
0.938 -0.881 0.054
0.102 0.453 -0.019
-0.058 -0.333 -0.459
-0.827 0.441 -0.003
0.023 -0.290 0.180
-0.162 0.038 0.425



2.
One molecule with the formula C22H27N3O6S, computed with the ωB97M-V functional and the def2-TZVPD basis.

## Properties
DFT total energy, eV: -50841.0445
Max |F|, Eh/bohr: 0.0170
Highest occupied orbital energy, eV: -7.860
E_LUMO, Ha: 0.0201
SMILES string: [H]/N=C1/C(c2nc(C)cs2)=C(O)CN1c1ccc2c(c1)OCCOCCOCCOCCO2

Geometry (Å):
H 1.38832 3.07413 -1.84007
N 0.95619 2.96888 -2.75085
C 0.06261 2.08065 -2.84483
C -0.69680 1.86133 -4.07017
C -0.50425 2.52436 -5.31683
N -1.24228 2.25629 -6.35824
C -0.88536 3.00203 -7.43534
C -1.61790 2.83263 -8.72204
C 0.14967 3.85600 -7.19916
S 0.71092 3.73628 -5.57060
C -1.65222 0.92636 -3.85351
O -2.54368 0.47664 -4.72744
C -1.59569 0.46504 -2.43039
N -0.45571 1.19176 -1.90770
C 0.08103 0.91483 -0.64893
C 1.45222 0.92702 -0.43534
C 1.97500 0.64524 0.81887
C 1.14326 0.32734 1.87614
C -0.25369 0.30571 1.66270
C -0.76878 0.59284 0.41471
O -0.99153 -0.00275 2.76344
C -2.36730 -0.27787 2.62684
C -2.89812 -0.75641 3.98644
O -2.45269 -2.04295 4.33122
C -1.17527 -2.07985 4.95368
C -0.63055 -3.51346 4.85367
O 0.76648 -3.58108 4.71227
C 1.23511 -3.26965 3.41719
C 2.75277 -3.48148 3.37293
O 3.52827 -2.39446 3.81322
C 3.63286 -1.29021 2.94065
C 2.89773 -0.04336 3.47034
O 1.52835 0.00725 3.14737
H -1.53749 1.80176 -9.06299
H -1.20794 3.49373 -9.47974
H -2.67381 3.05817 -8.58192
H 0.60626 4.54019 -7.88451
H -2.37236 0.95502 -5.57581
H -1.45177 -0.61837 -2.34940
H -2.52791 0.72450 -1.91279
H 2.12657 1.12622 -1.25251
H 3.04547 0.66119 0.94698
H -1.83456 0.58317 0.25841
H -2.52748 -1.06544 1.87876
H -2.91667 0.62557 2.32643
H -3.98828 -0.82087 3.92590
H -2.62056 -0.02618 4.75646
H -0.48576 -1.39305 4.45539
H -1.26888 -1.76818 6.00317
H -0.85988 -4.07757 5.75980
H -1.12857 -4.00154 4.00272
H 0.75588 -3.94008 2.68439
H 0.99304 -2.23537 3.14841
H 3.00233 -4.29823 4.05343
H 3.04414 -3.75973 2.34906
H 4.70087 -1.04690 2.87282
H 3.26635 -1.54757 1.94009
H 3.40640 0.86477 3.12506
H 2.92565 -0.07428 4.56212

Atoms 1-6, force components in eV/Å:
-0.138 -0.176 0.073
0.548 0.482 -0.080
-0.366 -0.160 0.066
-0.446 -0.617 0.268
0.639 0.589 0.082
-0.408 -0.471 0.268



3.
C35H32F7IN4OPPbS3 as an isolated structure, computed with the ωB97M-V functional and the def2-TZVPD basis.

## Properties
Charge: -1
DFT total energy, eV: -118988.1512
Max |F|, Eh/bohr: 0.0090
Highest occupied orbital energy, eV: -4.446
E_LUMO, Ha: 0.0707

Geometry (Å):
Pb 0.91182 0.05222 -1.59712
I -1.26599 -2.68220 -2.15851
C -3.34629 -2.37043 -2.30926
C -3.87523 -2.73098 -3.52014
C -5.26691 -2.77785 -3.72816
C -6.10639 -2.53562 -2.68657
C -5.59588 -2.16332 -1.41989
C -6.48956 -1.98996 -0.33653
C -6.02895 -1.66016 0.90050
C -4.66213 -1.37783 1.06979
C -3.75801 -1.47427 0.04163
P -2.09769 -0.69939 0.28951
C -1.38948 -1.83241 1.52506
C -0.23328 -1.43643 2.19951
C 0.37399 -2.28531 3.11061
C -0.15735 -3.54681 3.34601
C -1.28107 -3.96002 2.65405
C -1.89318 -3.10955 1.74554
C -2.57481 0.77142 1.28879
C -3.02860 1.86750 0.55285
C -3.41935 3.03593 1.18586
C -3.33287 3.13788 2.56851
C -2.86185 2.06347 3.30789
C -2.48764 0.88573 2.67313
C -4.19394 -1.98485 -1.22335
H -3.21122 -3.02086 -4.32267
H -5.65300 -3.05467 -4.70034
H -7.17931 -2.63369 -2.80021
H -7.54798 -2.13841 -0.51517
H -6.70745 -1.56328 1.73805
H -4.32091 -1.02791 2.03684
H 0.19080 -0.45612 2.00433
H 1.27628 -1.97933 3.61772
H 0.32732 -4.21559 4.04284
H -1.67852 -4.95477 2.80797
H -2.76160 -3.45022 1.19563
H -3.06319 1.80236 -0.52959
H -3.77259 3.87473 0.59979
H -3.62777 4.05275 3.06642
H -2.78372 2.13925 4.38552
H -2.12925 0.05048 3.26226
S 2.54826 -2.49217 -1.74946
C 3.15598 -2.81365 -0.19422
S 4.28074 -1.70385 0.59363
C 2.85735 -3.97808 0.49630
C 3.48267 -4.32219 1.73059
N 4.00182 -4.61928 2.71714
C 1.89136 -4.90345 0.00257
N 1.09226 -5.65239 -0.35829
F 1.85777 1.74482 -4.13949
C 1.71093 0.38877 -3.90498
F 0.68879 -0.02768 -4.74518
C 2.97300 -0.22543 -4.51443
F 3.24101 0.24983 -5.74914
F 4.05888 0.06856 -3.75642
F 2.88731 -1.54932 -4.61441
F -0.48488 2.79688 -2.68742
C 0.40108 2.50231 -1.65867
F 1.44400 3.45847 -1.81811
H -0.10481 2.83244 -0.74021
C 3.94102 3.45650 1.55487
C 2.50822 2.93049 1.65415
C 2.29813 2.28015 3.01920
C 1.51314 4.07050 1.46839
O 2.21594 2.00896 0.59111
H 4.10765 4.22877 2.30773
H 4.12614 3.89195 0.57196
H 4.66277 2.65515 1.72497
H 2.44445 3.01504 3.81345
H 3.00345 1.46396 3.17592
H 1.28488 1.88909 3.09465
H 1.69242 4.86073 2.20000
H 0.49346 3.70053 1.59062
H 1.60225 4.48620 0.46354
C 4.50785 2.83426 -2.45645
N 3.80035 2.19084 -1.36904
C 4.16418 1.06327 -0.81143
N 5.25733 0.42614 -1.19814
S 3.15076 0.42684 0.52388
H 4.00380 3.77295 -2.66550
H 4.48411 2.22557 -3.36107
H 5.54365 3.03653 -2.17285
H 2.91887 2.59012 -1.04336
H 5.65565 0.65877 -2.09460
H 5.33876 -0.53936 -0.86092

Atoms 1-6, force components in eV/Å:
-0.375 0.232 -0.135
-0.142 -0.260 -0.016
0.091 -0.025 -0.176
-0.011 0.027 0.013
0.021 -0.016 -0.007
-0.026 0.005 0.024



4.
A 2-piece molecular cluster, CH4NO2 overall, computed with the ωB97M-V functional and the def2-TZVPD basis.

## Properties
Charge: -1
DFT total energy, eV: -6686.6332
Max |F|, Eh/bohr: 0.0138
Highest occupied orbital energy, eV: -1.622
E_LUMO, Ha: 0.1735

Geometry (Å):
O -0.63380 -1.96522 0.06961
H -0.36111 -2.14489 -0.83834
C 0.99702 0.83555 -0.47818
N -0.25012 1.23479 0.07073
O 1.92507 0.80434 0.32436
H -0.22980 -1.08883 0.19803
H -1.08282 0.98689 -0.43509
H -0.36444 1.33736 1.08887

Atoms 1-6, force components in eV/Å:
0.088 0.034 -0.205
-0.028 -0.040 0.080
-0.288 -0.321 -0.560
-0.305 0.150 0.447
0.374 0.177 0.443
-0.059 0.002 0.124



5.
An isolated ion of composition C4H13N2O and charge +1, computed with the ωB97M-V functional and the def2-TZVPD basis.

## Properties
Charge: +1
DFT total energy, eV: -9377.4610
Max |F|, Eh/bohr: 0.0883
Highest occupied orbital energy, eV: -14.009
E_LUMO, Ha: -0.1042
SMILES string: CN[N+](C)(C)CO

Geometry (Å):
C -0.66210 0.95554 1.74457
N 0.43389 0.47086 0.93343
N 0.07158 -0.07380 -0.32950
C -1.02387 -1.08519 -0.15155
C -0.31786 1.04510 -1.21301
C 1.48612 -0.79116 -0.97711
O 2.47360 0.09274 -0.67695
H -1.37561 1.61546 1.13644
H -1.17643 0.11253 2.23579
H -0.13664 1.53256 2.52634
H 1.14693 1.10982 0.74684
H -0.47347 -2.00711 0.31003
H -1.80387 -0.63379 0.51443
H -1.36225 -1.18778 -1.17533
H 0.51292 1.73825 -1.31583
H -0.42590 0.58104 -2.32427
H -1.31688 1.47530 -1.01570
H 1.53331 -1.82278 -0.47630
H 1.38084 -0.96584 -2.02233
H 3.11270 0.24095 -1.33808

Atoms 1-6, force components in eV/Å:
-0.278 0.911 -0.203
-0.359 -2.141 0.592
1.086 -0.047 -0.597
1.567 -0.454 0.646
-0.736 -1.529 -4.211
-1.150 -0.650 1.980



6.
C5H17N3OSi2 as an isolated structure, computed with the ωB97M-V functional and the def2-TZVPD basis.

## Properties
DFT total energy, eV: -27733.9488
Max |F|, Eh/bohr: 0.0502
Highest occupied orbital energy, eV: -9.740
E_LUMO, Ha: 0.0178

Geometry (Å):
N 4.43333 0.15639 0.54885
C 3.61900 -0.15923 -0.41438
N 3.78412 -1.47218 -1.03119
N 2.56359 0.79445 -0.81094
C 1.43300 0.52783 0.13569
C 0.57284 1.80522 0.50755
C -0.83055 1.86839 -0.27567
C -1.79601 0.80988 0.43838
Si -3.17398 0.10862 -0.68118
O -3.07152 -1.60773 -0.81817
Si -3.16675 -2.42383 0.69389
H 5.08961 -0.62190 0.68505
H 3.55727 -2.21350 -0.35976
H 3.23184 -1.58203 -1.88333
H 2.27095 0.46294 -1.74270
H 1.84844 0.08442 1.09110
H 0.72813 -0.24016 -0.30047
H 0.27983 1.68603 1.60064
H 1.13476 2.78182 0.43114
H -1.30325 2.88844 -0.10799
H -0.71133 1.71183 -1.38472
H -1.13637 0.01997 0.90572
H -2.28967 1.34401 1.31332
H -3.20073 0.78319 -1.99990
H -4.45985 0.43210 -0.03164
H -2.23022 -3.57161 0.69070
H -4.51491 -2.86012 1.05752
H -2.66155 -1.51325 1.74249

Atoms 1-6, force components in eV/Å:
-1.615 -0.400 -1.556
1.938 0.298 1.488
-1.096 1.072 -0.124
0.773 -2.457 0.143
-1.018 0.315 0.711
-0.784 0.039 0.180



7.
One molecule with the formula C11H9NO, computed with the ωB97M-V functional and the def2-TZVPD basis.

## Properties
DFT total energy, eV: -15085.3267
Max |F|, Eh/bohr: 0.0815
Highest occupied orbital energy, eV: -8.550
E_LUMO, Ha: -0.0065
SMILES string: O=Cc1cccn1-c1ccccc1

Geometry (Å):
O 0.52363 -2.62047 -0.52143
C -0.13799 -2.69956 0.50646
C -1.07732 -1.72562 0.92931
C -1.75797 -1.60007 2.24056
C -2.00014 -0.20619 2.44996
C -1.37782 0.43366 1.31949
N -0.99050 -0.36925 0.27262
C 0.09921 0.26411 -0.53556
C 0.30783 -0.06452 -1.88340
C 1.09872 0.84750 -2.69728
C 1.84347 2.05173 -2.20215
C 1.74932 2.25999 -0.78229
C 0.96089 1.25306 -0.03662
H 0.09241 -3.67762 1.11327
H -2.09903 -2.38185 2.94535
H -2.37546 0.30017 3.45803
H -1.72494 1.41671 1.17781
H -0.27067 -0.96300 -2.56004
H 1.19353 0.53952 -3.70312
H 2.34512 2.83953 -2.79435
H 2.28569 2.82087 0.19183
H 1.31203 1.28131 1.11154

Atoms 1-6, force components in eV/Å:
-0.353 0.311 0.362
1.389 -2.768 -0.702
-0.951 1.832 1.748
0.952 0.924 -2.333
1.676 -0.084 -0.154
-3.481 -0.401 1.696